Below is a single C20H23ClN2O5S molecule at a distorted geometry, with properties calculated with ωB97M-V with the def2-TZVPD basis set.

```
52
Properties=species:S:1:pos:R:3
N 1.05 4.53 -2.63
H -0.33 -0.18 4.30
H 3.52 3.50 -4.66
H -2.09 -2.49 2.29
H -1.65 3.22 -0.75
O 1.58 3.54 -5.18
C -0.01 -2.39 2.88
H -1.91 -8.44 2.34
H -1.99 0.90 0.11
H 2.77 5.12 -4.60
C -0.15 -0.74 1.15
C 1.51 2.52 0.21
C -1.77 -6.38 2.91
H -0.38 3.73 -5.57
C 0.06 0.67 0.69
C -1.49 -5.84 0.22
C 0.37 -0.03 3.47
C -1.01 1.37 0.15
O -1.63 -4.12 3.48
O 1.86 5.41 -0.44
C -1.79 -7.42 2.01
C -1.61 -5.06 2.48
Cl -1.67 -8.44 -0.49
H 0.59 -2.54 3.78
C 0.36 4.19 -4.91
H 0.23 0.97 3.07
H -1.38 -5.63 -0.84
C -1.47 -4.80 1.13
C 0.43 3.21 -0.31
H 2.16 0.70 1.12
C -0.03 4.02 -3.44
H -1.85 -2.22 4.03
H 2.26 2.80 -2.66
O -0.51 -1.60 0.37
H -0.92 4.60 -3.21
C -0.83 2.65 -0.35
H 0.37 -3.04 2.08
H -1.34 -3.80 0.75
N 0.12 -1.02 2.44
H -1.88 -6.57 3.97
C 2.31 3.88 -2.90
S 0.69 4.83 -1.03
O -0.54 5.56 -1.00
C 2.62 4.05 -4.39
H 0.45 5.26 -5.14
H 2.48 3.00 0.23
H 3.06 4.36 -2.28
H -0.21 2.95 -3.23
H 1.39 -0.13 3.85
C 1.33 1.25 0.72
C -1.65 -7.14 0.65
C -1.48 -2.76 3.15
```

Results
Charge ... 0
Energy above the lowest of the compared OMol25 structures with the same formula, charge and spin ... 69.4 kcal/mol
E ... -2120.00136 hartree
SMILES ... CN(CCOc1ccc(Cl)cc1)C(=O)c1ccc(S(=O)(=O)N2CCOCC2)cc1

Below is a 2-piece molecular cluster, C5H10O2 overall at a distorted geometry, with properties calculated with ωB97M-V with the def2-TZVPD basis set.

```
17
Properties=species:S:1:pos:R:3
H -2.03 1.07 -1.86
H 1.50 -1.85 -1.13
H -1.88 2.04 -0.39
O 0.66 1.51 1.01
O -0.22 -0.75 -1.25
C -1.34 1.35 -1.06
C 0.93 -0.99 0.82
C -0.87 0.11 -0.32
H -1.74 -0.40 0.12
H 1.97 -0.71 1.11
H 1.77 0.21 2.63
H 0.07 -2.62 -0.40
C 0.21 0.30 0.75
H 0.61 -1.62 1.66
H -0.51 1.88 -1.53
H 0.26 2.14 0.38
C 0.60 -1.67 -0.53
```

Results
Charge ... 0
Energy above the lowest of the compared OMol25 structures with the same formula, charge and spin ... 143.9 kcal/mol
E ... -346.79608 hartree

Below is C25H40AlBrCl4LiMgN4O10PSi as an isolated structure at a distorted geometry, with properties calculated with ωB97M-V with the def2-TZVPD basis set.

```
89
Properties=species:S:1:pos:R:3
C -2.10 5.27 -1.67
H -2.90 1.63 1.84
C 0.87 5.06 -1.08
H 5.41 -5.95 2.28
H 4.51 0.29 1.76
H 0.08 6.55 1.29
O -0.65 2.00 -2.12
N -6.25 -0.33 3.05
Cl -9.41 0.64 1.89
H -2.97 3.42 0.62
C 1.31 -2.34 -0.31
C 4.07 -1.82 1.57
C -1.51 -1.99 -2.83
H -6.91 0.45 2.70
Cl 0.53 -0.99 2.79
H 4.50 -2.17 0.63
H 7.37 -6.92 0.71
H -1.66 6.90 0.96
Mg -1.50 -2.03 0.20
Br 3.58 9.44 1.22
H 1.18 -3.98 -3.32
C 1.86 -3.09 -1.52
H -1.90 4.66 -2.55
C -4.14 -1.65 -0.12
O 0.69 -0.07 -2.31
C 0.92 -3.09 -2.75
H 0.50 -4.03 0.82
H 1.51 5.62 -0.40
C 4.60 -0.70 2.21
N -4.45 -0.05 1.67
C 2.98 -2.56 2.15
H -3.69 -2.92 -1.82
H 0.77 -2.54 1.71
H 1.10 -2.26 -3.43
H -6.82 -1.12 3.33
C -0.91 6.13 1.13
H -3.14 5.16 -1.33
O 2.44 -3.59 1.41
H 2.15 -4.09 -1.22
C -5.87 -1.93 1.22
H 5.12 -0.74 3.16
H -1.23 1.33 1.53
N -5.26 -2.38 0.19
C -3.73 -0.50 0.61
C -3.38 -2.06 -1.23
H -1.04 -4.08 -2.98
C 5.85 -5.48 0.23
H -0.79 -3.45 -1.38
O 0.58 1.07 -0.09
H 7.97 -5.26 0.45
C -0.61 -3.21 -2.43
O 2.58 -2.20 3.22
H -2.47 2.56 -0.83
Cl -7.51 2.16 2.33
H 7.46 -6.26 -0.93
H 2.79 -2.61 -1.82
P -0.29 0.79 -1.39
C 5.38 -5.08 1.61
H 1.31 4.07 -1.22
O 2.02 7.86 0.41
Al -4.69 5.97 -2.36
H -6.76 -2.46 1.54
H 0.53 0.28 0.49
C -1.76 -0.17 -0.88
Cl -2.65 -5.05 -2.14
O -0.94 3.39 0.35
O 0.91 9.77 0.44
H 2.03 -1.56 -0.05
H 0.85 5.61 -2.02
H 6.02 -4.29 2.00
H 0.40 -1.82 -0.49
C 1.18 -3.19 0.94
C 7.26 -6.01 0.11
H 0.41 0.07 -3.22
O 0.64 8.44 -1.20
H -2.33 -2.41 -3.41
H 4.36 -4.71 1.56
C -2.21 -1.37 -1.63
C -2.59 0.24 0.25
C -2.19 1.46 1.04
H -1.94 6.31 -1.98
Si -0.83 4.92 -0.30
H -1.03 -1.26 -3.47
Li 7.00 -0.63 1.23
N 1.17 8.73 -0.13
H -1.16 5.57 2.03
C -2.20 2.76 0.21
O 5.13 -5.37 -0.73
C -5.50 -0.75 1.99
```

Results
Charge ... 0
E ... -7443.22128 hartree

Below is C50H120Cl2Li6N8O22 as an isolated structure at a distorted geometry, with properties calculated with ωB97M-V with the def2-TZVPD basis set.

```
208
Properties=species:S:1:pos:R:3
O -0.08 7.11 -4.65
C -6.82 3.71 0.40
H -3.05 0.57 -5.27
H -1.66 4.12 2.35
N 5.23 0.18 4.52
H -1.82 -3.30 1.34
H -1.34 8.67 -4.04
O 0.83 1.20 3.39
H 0.44 4.71 2.33
H 3.77 -3.07 4.39
O 5.05 -1.62 6.61
H 1.80 6.47 -3.43
H -0.39 3.64 -4.76
C -4.72 2.80 0.67
Li 0.73 -0.88 -2.72
H 0.64 -5.17 -1.47
C -0.14 0.37 3.99
C 2.19 0.97 -3.47
H -5.38 4.86 -4.37
C 6.74 2.62 0.92
H -3.26 -1.09 -2.18
C 1.69 -3.09 6.33
H 4.51 0.06 7.93
H -3.39 5.70 4.25
H -5.49 -1.96 -2.02
C -4.16 -2.80 3.76
H 4.71 2.24 2.55
H -0.41 -4.07 4.91
H 0.69 -3.46 -5.40
H -0.15 9.04 -5.19
Li 2.57 -1.45 -0.04
H 2.49 0.94 4.80
H 3.99 -2.42 2.09
H 6.80 -1.12 7.41
H 6.15 0.25 2.72
H 0.95 4.70 4.07
H -4.53 2.50 -5.94
H -2.73 1.71 2.43
O 2.65 -0.15 -3.42
H -3.08 -5.47 1.56
H 0.01 -0.59 3.51
Li -0.71 1.34 -2.04
C 0.09 -3.78 2.94
N 0.79 4.50 -3.32
O -3.32 -1.72 3.52
H -6.53 4.76 0.49
H -1.63 5.69 -4.00
N -0.68 -4.83 2.23
H 3.18 -3.57 -1.19
H -0.78 -5.35 -3.80
C 5.27 0.71 5.88
H 5.01 -4.71 0.25
H 1.80 -1.84 -6.84
H 1.17 -4.96 4.50
H 0.88 -3.46 2.26
H -3.03 4.31 0.98
Li 1.77 3.00 -2.32
C -1.84 4.60 3.31
H -4.85 5.18 -6.07
H -7.80 3.64 0.87
H 4.84 1.71 5.95
Cl 4.42 -0.18 -0.39
O -0.20 -1.17 -7.10
H 1.15 -5.99 -2.91
C 0.54 -4.08 4.37
C -0.90 8.28 -4.96
H -1.15 -1.96 -4.73
H 2.03 -6.54 0.77
C -2.85 1.55 -4.85
H 6.88 1.54 0.86
C -0.73 -2.39 -7.75
H -2.26 2.64 -3.39
H -2.44 -4.72 -3.41
H -2.83 -0.79 -3.73
H 3.46 3.34 0.58
H 0.91 -3.32 7.06
C -2.43 -5.34 0.70
H 2.18 -2.19 6.71
H -2.02 1.89 -5.48
H -6.75 -1.06 -3.06
C 2.57 -5.98 0.00
H 2.28 4.65 0.87
C 4.58 -0.24 6.88
H -4.47 2.74 -0.39
C -3.18 5.31 3.26
H -4.23 -6.76 -0.57
O 2.72 4.26 -1.05
H 6.56 -2.86 7.27
H 3.93 4.98 0.40
H -0.46 -2.84 2.90
Li 4.45 0.46 -2.73
C -1.48 -4.52 -3.89
C 2.41 -4.50 0.44
C 0.43 5.24 3.28
C -2.57 -5.67 -5.71
N -4.20 4.32 2.70
C -3.88 -0.79 2.51
N -2.01 1.00 2.38
H -5.79 -0.24 -1.70
C 6.07 -1.92 7.52
C 0.18 -0.90 -0.27
H -4.20 1.98 1.17
H -4.57 5.00 0.74
O -4.91 -0.64 -3.45
C -1.41 -4.29 1.15
H -2.43 -6.54 -5.07
H -5.16 4.63 2.80
O 0.76 -1.77 -0.92
C 1.14 -6.07 -1.82
H 7.68 2.99 0.53
H 2.48 -4.30 1.51
H 7.17 0.96 4.07
H -2.11 -5.82 -6.69
H 2.77 5.09 -3.81
H -4.29 0.06 3.06
O -6.09 2.70 0.97
H -1.66 1.90 4.15
H -5.10 -2.36 4.09
H -1.39 -2.29 -8.61
H -3.75 -3.48 4.51
H -1.36 5.79 -5.59
H 5.66 -2.07 8.52
C -2.59 -0.25 1.93
H -4.88 2.46 -4.29
O 6.55 3.05 2.32
H 2.91 1.38 3.10
N -0.34 -2.08 -4.13
H -1.46 -2.61 -6.96
H 1.62 -2.58 -4.37
O -3.14 -4.96 -0.43
C -0.79 -3.28 -3.32
H -4.93 -5.49 0.39
C 0.14 4.58 -4.65
H -2.88 0.95 -1.61
H 3.24 6.16 -1.68
H 5.42 2.77 4.05
C 6.19 0.88 3.61
C 4.46 -3.87 4.12
C 2.22 0.85 3.75
O 2.98 1.94 -3.43
H -1.45 -2.77 -2.61
O -1.85 -4.47 -5.23
H -2.05 -6.36 0.66
H 0.58 -6.90 -1.39
O 1.04 1.16 -3.10
O 1.34 -3.00 4.94
H 4.01 -4.68 4.69
H 5.89 2.77 0.26
H -4.51 -1.29 1.77
O -3.60 3.97 -4.87
H 1.49 5.89 -1.15
H -1.73 3.86 4.10
Li -0.27 1.27 1.13
C 0.77 -2.43 -5.04
C -0.78 5.81 -4.67
C 4.63 -3.68 0.32
H 5.46 -3.52 4.37
H -2.29 0.38 4.41
C 1.96 5.43 -3.16
Cl -0.70 3.18 -0.37
C 5.63 2.26 3.12
C -3.58 -0.46 -3.01
C -4.53 5.00 -5.04
H -0.80 -4.28 0.25
C 4.73 -3.17 1.79
H -3.17 6.25 2.71
H -2.73 0.03 0.88
H 0.14 -3.60 -2.86
H 6.31 0.99 6.01
C -4.38 -5.68 -0.53
O 4.48 -4.20 2.76
C -3.31 0.98 -2.61
H 4.32 -0.08 4.18
H 5.26 -3.22 -0.44
N 3.30 -3.51 -0.19
H 0.20 0.45 5.02
O 2.48 -6.20 -1.37
H -1.65 8.24 -5.75
H -4.17 1.64 -2.46
H 3.61 -6.25 0.19
C 2.39 5.49 -1.63
H 0.13 4.90 -2.67
C -4.08 4.15 1.22
H -6.78 3.47 -0.66
H 1.33 -0.47 -5.86
H -1.28 -5.33 2.88
H -4.26 5.99 -4.69
C -4.04 2.56 -4.97
H -5.05 -5.26 -1.27
H 0.99 6.16 3.13
H 3.56 -0.23 6.48
H -4.34 -3.54 2.98
H 2.35 -0.18 3.42
O -0.84 5.63 3.52
H 5.73 -2.80 2.02
H 1.42 -4.14 0.16
C -5.84 -1.03 -2.45
O -0.65 -0.25 -0.95
C 0.98 -1.43 -6.25
H 0.88 4.49 -5.44
H 2.36 -3.95 6.37
H 0.06 -3.12 -7.92
N -2.30 1.64 -3.44
C -1.57 0.88 3.77
H -3.59 -5.41 -5.98
C 3.10 4.30 0.24
O 0.72 -0.48 0.75
H -1.94 -1.13 1.93
```

Results
Charge ... 0
E ... -5035.99539 hartree

Below is a 2-piece molecular cluster, C5H9IN2O overall at a distorted geometry, with properties calculated with ωB97M-V with the def2-TZVPD basis set.

```
18
Properties=species:S:1:pos:R:3
H 2.26 0.86 2.40
H -3.18 -0.45 -0.91
N -0.43 1.36 2.12
I -0.07 3.31 -0.74
C 1.61 0.19 1.89
N 0.86 -0.95 -1.13
H 0.53 -1.91 -1.53
C 0.86 1.54 0.01
H -2.58 -0.14 -2.65
H -1.10 2.15 1.94
H 2.02 1.61 -0.08
O -1.20 0.40 -1.22
C 0.50 1.13 1.33
H 1.04 -0.43 2.54
H -1.69 -1.55 -1.59
H 1.99 -0.53 1.06
C 0.05 -0.03 -1.05
C -2.22 -0.58 -1.65
```

Results
Charge ... 0
Energy above the lowest of the compared OMol25 structures with the same formula, charge and spin ... 6.4 kcal/mol
E ... -678.21808 hartree

Below is C29H27Cl4N4O2PPtS as an isolated structure at a distorted geometry, with properties calculated with ωB97M-V with the def2-TZVPD basis set.

```
69
Properties=species:S:1:pos:R:3
C -0.54 0.10 4.51
C 0.37 3.61 0.37
C 3.68 -2.87 -1.51
N 1.75 -1.75 -0.52
C 3.83 -1.46 0.60
C 3.01 -2.04 -0.54
C -0.64 1.83 2.88
C -1.04 4.89 -1.08
O 3.97 0.57 -1.08
C 0.12 5.96 0.75
C -4.86 -3.04 -5.07
C -3.99 -2.37 -4.21
C -4.17 2.77 0.57
H -1.44 -4.64 -4.14
Cl -3.65 1.12 0.95
C -3.27 -4.85 -5.26
H 6.94 -2.37 -0.60
H -2.17 1.56 4.35
O 3.36 -0.15 0.96
H 2.52 0.55 3.17
C -2.40 -4.21 -4.41
H 3.09 -3.35 -2.27
H 5.91 -0.97 1.13
C 0.82 -0.18 4.25
H -2.26 -0.46 5.62
H -3.84 3.01 -0.44
C -0.74 6.03 -0.35
Cl 0.00 -1.64 6.17
H -4.26 -1.41 -3.80
C -4.49 -4.27 -5.59
H -5.17 -4.79 -6.26
S -0.72 -0.22 -1.41
H -3.00 -5.81 -5.68
C -1.20 1.21 3.99
H 0.35 6.85 1.31
C 0.68 4.75 1.11
C -2.78 -2.97 -3.90
H 3.43 2.52 1.26
H 2.98 2.79 -0.44
Pt 0.04 0.19 0.73
H -1.70 4.96 -1.93
H -2.27 -1.35 -2.65
P 1.11 2.05 0.81
H -0.47 -2.30 7.25
H -0.81 -2.40 2.75
H -5.25 2.82 0.66
H -1.17 6.98 -0.63
C -0.49 3.67 -0.72
H -0.73 2.78 -1.29
C -1.20 -0.68 5.57
C 5.31 -1.51 0.41
H 5.51 -3.60 -2.22
C 3.48 0.78 -0.02
C 2.88 2.10 0.41
C -0.09 -1.81 -1.81
N -0.80 -2.64 -2.68
H -1.21 2.58 2.35
H -5.81 -2.59 -5.33
H 0.97 -1.04 7.00
C 1.44 0.60 3.30
H 3.59 -2.06 1.48
C 0.70 1.54 2.48
N -1.93 -2.25 -3.03
H 1.35 4.69 1.96
Cl -3.46 3.96 1.67
Cl -1.10 -2.11 1.54
C 5.86 -2.28 -0.52
N 1.01 -2.39 -1.45
C 5.03 -2.99 -1.48
```

Results
Charge ... +2
Energy above the lowest of the compared OMol25 structures with the same formula, charge and spin ... 0.0 kcal/mol
E ... -4189.45170 hartree

Below is a 2-piece molecular cluster, C3H6N2O3 overall at a distorted geometry, with properties calculated with ωB97M-V with the def2-TZVPD basis set.

```
14
Properties=species:S:1:pos:R:3
O 2.49 1.72 0.13
H -1.18 0.94 0.21
H 0.54 -1.82 -1.11
C 0.72 0.22 -0.15
O 4.46 0.77 0.06
H 0.82 -1.68 0.59
C 0.37 -1.23 -0.23
H -0.79 -1.33 -0.05
O 4.27 -1.44 0.43
H -0.26 2.31 -0.07
N 1.91 0.62 -0.02
C -0.36 1.30 -0.34
N 3.97 -0.33 0.09
H -0.40 1.43 -1.48
```

Results
Charge ... 0
Energy above the lowest of the compared OMol25 structures with the same formula, charge and spin ... 200.3 kcal/mol
E ... -452.88189 hartree

Please write out number 5 again, unchanged.
Below is a 2-piece molecular cluster, C5H9IN2O overall at a distorted geometry, with properties calculated with ωB97M-V with the def2-TZVPD basis set.

```
18
Properties=species:S:1:pos:R:3
H 2.26 0.86 2.40
H -3.18 -0.45 -0.91
N -0.43 1.36 2.12
I -0.07 3.31 -0.74
C 1.61 0.19 1.89
N 0.86 -0.95 -1.13
H 0.53 -1.91 -1.53
C 0.86 1.54 0.01
H -2.58 -0.14 -2.65
H -1.10 2.15 1.94
H 2.02 1.61 -0.08
O -1.20 0.40 -1.22
C 0.50 1.13 1.33
H 1.04 -0.43 2.54
H -1.69 -1.55 -1.59
H 1.99 -0.53 1.06
C 0.05 -0.03 -1.05
C -2.22 -0.58 -1.65
```

Results
Charge ... 0
Energy above the lowest of the compared OMol25 structures with the same formula, charge and spin ... 6.4 kcal/mol
E ... -678.21808 hartree